1.
The following is a quantum chemistry calculation of a structure of composition C4H8N2O, from OMol25.

XYZ file:
```
15
Properties=species:S:1:pos:R:3:forces:R:3
C -1.5073 -0.5798 0.8579 0.1 -0.1 -0.1
C -0.9892 0.3673 -0.2053 -0.2 -0.2 -0.2
O -0.3525 1.5243 0.4359 0.1 0.1 0.0
C 0.8877 1.0482 0.0985 0.6 0.0 0.1
N 2.0328 1.2936 0.5499 -0.4 0.1 0.0
C 0.3717 0.0215 -0.8755 -0.1 0.1 0.0
N 0.8897 -1.3142 -0.8307 0.2 0.0 0.0
H -0.6684 -1.1375 1.2845 -0.1 0.0 0.0
H -2.2205 -1.3024 0.4525 0.2 0.1 0.0
H -2.0006 -0.0341 1.6716 0.1 0.0 -0.3
H -1.7175 0.6707 -0.9544 -0.3 0.2 0.3
H 1.9949 1.9941 1.2894 0.0 0.0 0.0
H 0.3981 0.4439 -1.8894 -0.1 -0.1 0.2
H 1.2390 -1.6186 -1.7302 0.0 0.0 0.2
H 1.6420 -1.3769 -0.1547 0.0 -0.1 -0.1
```
Positions in Å, forces in eV/Å.

HOMO	-9.7	eV
relative energy (zero: lowest compared OMol25 entry of this formula, charge and spin)	41.1	kcal/mol
HOMO-LUMO gap	10.661	eV

List of Mulliken charges in e, atom by atom: number 1, C, carries -1.212; number 2, C, carries 0.190; number 3, O, carries -0.439; number 4, C, carries 0.281; number 5, N, carries -0.665; number 6, C, carries 0.044; number 7, N, carries -0.597; number 8, H, carries 0.285; number 9, H, carries 0.327; number 10, H, carries 0.320; number 11, H, carries 0.370; number 12, H, carries 0.274; number 13, H, carries 0.322; number 14, H, carries 0.243; number 15, H, carries 0.256

=====

2.
The following is a quantum chemistry calculation of the molecule C4H8N2O at a distorted geometry, from OMol25.

XYZ file:
```
15
Properties=species:S:1:pos:R:3:forces:R:3
C -1.1773 -1.5492 -1.2169 -0.3 -0.1 -0.2
N -1.0328 -0.0920 -1.2642 0.1 0.1 0.5
C -0.2327 0.4400 -0.4247 -1.4 -1.9 -2.0
C 0.5915 -0.2802 0.5954 0.0 1.4 0.7
C 1.2777 0.9215 1.2054 1.5 0.5 0.1
O 0.4207 2.0158 0.9490 0.0 1.3 1.6
N -0.0887 1.8198 -0.3307 0.8 -1.3 -1.0
H -0.2015 -2.0621 -1.3223 -0.4 0.1 0.0
H -1.8535 -1.8807 -2.0442 0.6 0.3 0.7
H -1.6440 -1.8757 -0.2545 0.3 0.2 -0.6
H 1.2699 -1.0390 0.2708 0.3 -0.4 -0.6
H -0.0879 -0.7247 1.3017 -0.4 -0.3 0.4
H 2.2785 1.1154 0.7367 -0.7 -0.2 0.1
H 1.4456 0.9084 2.2848 -0.2 -0.1 -0.1
H -0.9652 2.2825 -0.4862 -0.3 0.5 0.4
```
Positions in Å, forces in eV/Å.

HOMO	-8.6	eV
structure (SMILES)	C/N=C1\CCON1
relative energy (zero: lowest compared OMol25 entry of this formula, charge and spin)	77.7	kcal/mol
HOMO-LUMO gap	9.520	eV

List of Mulliken charges in e, atom by atom: number 1, C, carries -0.765; number 2, N, carries -0.702; number 3, C, carries 0.639; number 4, C, carries -0.542; number 5, C, carries -0.382; number 6, O, carries -0.278; number 7, N, carries -0.298; number 8, H, carries 0.263; number 9, H, carries 0.262; number 10, H, carries 0.269; number 11, H, carries 0.381; number 12, H, carries 0.304; number 13, H, carries 0.230; number 14, H, carries 0.294; number 15, H, carries 0.324

=====

3.
The following is a quantum chemistry calculation of a cluster of 2 separate species, C4H8N2O in total, from OMol25.

XYZ file:
```
15
Properties=species:S:1:pos:R:3:forces:R:3
C 0.5497 0.5350 1.4702 0.0 0.0 0.1
N -0.1570 0.4372 0.2029 0.1 0.1 0.0
C -1.5484 0.8485 0.1854 -0.2 0.2 0.0
C -1.1845 -0.5870 0.1006 0.0 -0.2 0.0
H 1.4376 -0.1037 1.4322 -0.1 0.1 0.0
H -0.0710 0.2277 2.3265 0.1 0.1 -0.1
H 0.8722 1.5691 1.6217 0.0 -0.1 0.0
H -1.9732 1.2056 1.1229 0.1 -0.1 -0.1
H -1.8687 1.3862 -0.7029 0.0 -0.1 0.1
H -1.3616 -1.2061 0.9790 0.0 0.1 -0.1
H -1.2336 -1.1106 -0.8516 0.0 0.1 0.1
N 1.5791 -0.0350 -1.9839 0.2 -0.5 -0.2
C 1.8422 -1.1971 -2.1893 0.1 -0.1 -0.1
O 2.1615 -2.2936 -2.4738 -0.2 0.7 0.2
H 0.9557 0.3238 -1.2399 0.0 -0.1 0.1
```
Positions in Å, forces in eV/Å.

HOMO	-10.0	eV
structure (SMILES)	CN1CC1.N=C=O
relative energy (zero: lowest compared OMol25 entry of this formula, charge and spin)	47.8	kcal/mol
HOMO-LUMO gap	10.818	eV

List of Mulliken charges in e, atom by atom: number 1, C, carries -0.959; number 2, N, carries -0.252; number 3, C, carries -0.390; number 4, C, carries -0.482; number 5, H, carries 0.283; number 6, H, carries 0.361; number 7, H, carries 0.316; number 8, H, carries 0.240; number 9, H, carries 0.252; number 10, H, carries 0.249; number 11, H, carries 0.240; number 12, N, carries -0.590; number 13, C, carries 0.599; number 14, O, carries -0.472; number 15, H, carries 0.605